[1]
Molecular formula: C30H44BF13IO10S
Method: DFT, wB97M-V/def2-TZVPD

Calculated values
- HOMO level (eV) = -5.55
- charge = -1
- multiplicity = 1
- frontier orbital gap (eV) = 7.31

Cartesian coordinates (Å):
C  1.91  3.99  3.54
O  3.11  3.75  2.85
C  2.98  2.91  1.70
C  3.69  1.58  1.85
C  2.89  0.56  2.68
C  1.77  -0.14  1.91
B  0.97  -1.36  2.65
C  -0.05  -2.05  1.57
C  0.16  -0.90  4.02
C  -0.48  0.51  4.06
C  -1.87  0.62  3.47
F  -2.30  -0.49  2.82
F  -2.80  0.82  4.46
C  -2.08  1.81  2.48
F  -1.01  2.03  1.71
F  -2.27  2.93  3.22
C  -3.32  1.73  1.54
F  -3.48  2.96  1.03
F  -4.41  1.47  2.28
C  -3.24  0.60  0.40
F  -4.03  -0.39  0.77
F  -2.01  0.17  0.29
S  -3.82  1.07  -1.38
F  -2.89  2.36  -1.36
F  -2.64  0.25  -2.05
F  -4.75  -0.22  -1.50
F  -5.05  1.88  -0.75
F  -4.32  1.50  -2.82
C  2.19  -2.48  3.13
C  1.67  -3.84  3.25
O  0.94  -4.33  4.02
I  2.39  -5.23  1.60
H  1.57  3.11  4.11
H  1.10  4.29  2.85
H  2.09  4.81  4.24
H  3.40  3.48  0.85
H  1.92  2.74  1.47
H  3.79  1.14  0.84
H  4.70  1.73  2.24
H  2.48  1.06  3.57
H  3.60  -0.20  3.06
H  2.17  -0.51  0.95
H  1.02  0.63  1.64
H  0.46  -2.56  0.74
H  -0.77  -2.73  2.02
H  -0.65  -1.25  1.11
H  0.88  -0.92  4.86
H  -0.61  -1.64  4.28
H  -0.62  0.83  5.11
H  0.18  1.25  3.60
H  2.97  -2.45  2.37
H  2.63  -2.22  4.09
O  5.42  -0.23  -0.62
C  6.45  0.30  -0.33
O  6.75  0.63  0.96
C  7.99  1.35  1.02
C  8.73  0.99  -0.27
C  7.58  0.75  -1.24
H  7.75  2.42  1.07
H  8.50  1.06  1.93
H  9.44  1.76  -0.58
H  9.28  0.06  -0.12
H  7.25  1.67  -1.73
H  7.77  0.00  -2.00
O  -3.48  -3.44  0.91
C  -4.53  -2.99  0.58
O  -4.79  -2.58  -0.69
C  -6.08  -1.94  -0.77
C  -6.86  -2.48  0.42
C  -5.75  -2.71  1.45
H  -5.93  -0.86  -0.69
H  -6.52  -2.17  -1.73
H  -7.64  -1.80  0.76
H  -7.33  -3.43  0.15
H  -5.54  -1.82  2.03
H  -5.92  -3.55  2.12
O  -7.66  -0.72  -3.17
C  -6.81  -0.31  -3.91
O  -5.94  -1.15  -4.53
C  -4.95  -0.41  -5.25
C  -5.58  0.96  -5.51
C  -6.47  1.12  -4.28
H  -4.05  -0.34  -4.62
H  -4.70  -0.96  -6.15
H  -4.84  1.75  -5.63
H  -6.19  0.92  -6.41
H  -5.94  1.56  -3.44
H  -7.39  1.68  -4.45
O  6.54  -0.82  -3.79
C  5.39  -0.78  -4.15
O  5.06  -0.59  -5.45
C  3.63  -0.49  -5.58
C  3.06  -1.18  -4.35
C  4.14  -0.90  -3.31
H  3.37  0.57  -5.62
H  3.35  -0.95  -6.52
H  2.07  -0.82  -4.08
H  2.99  -2.25  -4.53
H  3.99  0.05  -2.79
H  4.26  -1.67  -2.56


[2]
Molecular formula: C30H44BeN4P2Si
Method: DFT, wB97M-V/def2-TZVPD

Calculated values
- HOMO level (eV) = -5.32
- multiplicity = 1
- frontier orbital gap (eV) = 5.78

Cartesian coordinates (Å):
Be  0.25  -0.07  2.50
C  -1.88  1.98  -5.49
C  -1.96  0.75  -4.97
C  -1.17  -0.45  -5.41
C  0.22  -0.19  -6.03
C  1.14  0.67  -5.20
C  1.21  2.01  -5.22
C  0.43  2.92  -6.13
C  -0.96  2.44  -6.59
C  0.97  0.70  4.04
H  -2.58  2.76  -5.15
H  -2.71  0.54  -4.20
H  -1.75  -1.03  -6.14
H  -1.03  -1.10  -4.54
H  0.71  -1.17  -6.09
H  0.12  0.17  -7.06
H  1.82  0.10  -4.55
H  1.96  2.52  -4.60
H  1.02  3.16  -7.03
H  0.30  3.88  -5.59
H  -1.45  3.32  -7.04
H  -0.85  1.71  -7.41
H  0.93  1.67  4.59
H  0.99  1.11  2.93
H  1.92  0.20  4.33
P  1.83  -0.40  1.06
P  -1.24  -0.74  1.15
N  2.87  0.92  0.53
N  3.03  -1.62  1.45
N  -1.96  0.62  0.23
N  -2.70  -1.70  1.40
C  1.06  -1.00  -0.49
C  -0.32  -1.65  -0.16
C  2.71  2.26  0.92
C  3.61  3.04  0.20
C  4.33  2.16  -0.67
C  3.86  0.87  -0.45
C  3.92  -1.56  2.54
C  4.60  -2.77  2.63
C  4.11  -3.62  1.58
C  3.15  -2.90  0.89
C  -2.12  1.94  0.67
C  -2.54  2.72  -0.40
C  -2.64  1.86  -1.54
C  -2.30  0.58  -1.12
C  -3.75  -1.89  0.49
C  -4.64  -2.81  1.02
C  -4.12  -3.22  2.29
C  -2.93  -2.54  2.50
H  1.72  -1.70  -1.02
H  0.92  -0.13  -1.15
H  -0.95  -1.70  -1.06
H  -0.18  -2.68  0.20
H  1.98  2.50  1.67
H  3.73  4.11  0.30
H  5.12  2.45  -1.36
H  4.14  -0.07  -0.90
H  3.96  -0.67  3.15
H  5.37  -3.02  3.34
H  4.45  -4.62  1.35
H  2.52  -3.19  0.06
H  -1.91  2.19  1.71
H  -2.77  3.77  -0.38
H  -2.89  2.14  -2.55
H  -2.30  -0.35  -1.66
H  -3.77  -1.34  -0.44
H  -5.55  -3.14  0.56
H  -4.56  -3.93  2.97
H  -2.23  -2.53  3.33
C  -0.26  0.67  6.66
Si  -0.46  -0.20  4.98
C  -0.23  -2.05  5.18
C  -2.23  0.19  4.49
H  0.78  0.58  7.01
H  -0.95  0.28  7.42
H  -0.47  1.74  6.51
H  -0.92  -2.43  5.96
H  -0.43  -2.61  4.26
H  0.79  -2.28  5.52
H  -2.89  -0.07  5.33
H  -2.35  1.26  4.30
H  -2.59  -0.36  3.62


[3]
Molecular formula: C30H44Br2CaN2P2
Method: DFT, wB97M-V/def2-TZVPD

Calculated values
- HOMO level (spin up / spin down) (eV) = -11.65 / -11.65
- charge = +2
- multiplicity = 1
- frontier orbital gap (spin up / spin down) (eV) = 3.10 / 3.11

Cartesian coordinates (Å):
N  4.91  -10.16  0.55
C  3.59  -10.21  0.34
C  2.79  -9.05  0.31
C  3.39  -7.76  0.45
C  4.80  -7.76  0.69
C  5.51  -8.97  0.71
C  2.62  -6.54  0.34
Ca  -0.54  -0.72  -1.04
P  0.81  4.05  -4.44
C  3.21  -5.35  0.05
C  2.50  -4.10  -0.01
C  3.10  -3.01  -0.69
C  2.46  -1.76  -0.70
C  1.39  -1.57  0.15
C  0.64  -2.65  0.61
C  1.25  -3.94  0.60
Br  -0.43  1.91  -0.40
H  1.54  -6.63  0.47
H  4.27  -5.29  -0.17
H  1.71  -9.15  0.17
H  5.34  -6.83  0.89
H  3.14  -11.20  0.22
H  6.60  -8.99  0.87
H  4.08  -3.18  -1.16
H  0.80  -4.80  1.13
H  2.83  -0.98  -1.38
H  -0.37  -2.58  1.02
P  1.60  0.79  1.24
C  0.02  2.48  -4.99
C  0.02  2.38  -6.52
H  -1.00  2.46  -4.61
H  0.56  1.64  -4.54
H  -0.68  1.61  -6.87
H  -0.27  3.32  -7.00
H  1.01  2.11  -6.91
C  2.57  3.60  -4.08
C  3.55  4.79  -4.19
H  2.85  2.83  -4.82
H  2.61  3.16  -3.07
H  4.58  4.41  -4.22
H  3.37  5.38  -5.10
H  3.46  5.46  -3.32
C  0.13  4.49  -2.80
C  -1.07  5.43  -2.91
H  0.93  4.96  -2.21
H  -0.15  3.57  -2.26
H  -1.39  5.77  -1.91
H  -0.83  6.33  -3.49
H  -1.92  4.93  -3.38
C  1.10  2.28  2.36
C  1.54  2.37  3.82
H  0.00  2.29  2.30
H  1.44  3.19  1.84
H  1.09  1.59  4.46
H  2.64  2.35  3.94
H  1.19  3.34  4.22
C  2.99  1.64  0.35
C  4.35  0.96  0.32
H  3.09  2.64  0.80
H  2.60  1.79  -0.66
H  4.89  1.09  1.27
H  4.31  -0.10  0.09
H  4.97  1.43  -0.45
C  2.54  -0.22  2.44
C  1.60  -1.01  3.36
H  3.22  0.44  3.00
H  3.15  -0.89  1.84
H  1.98  -2.03  3.49
H  1.54  -0.54  4.35
H  0.59  -1.09  2.95
Br  -5.13  1.16  3.29
C  -4.30  -0.08  2.12
C  -4.89  -1.33  1.91
C  -4.23  -2.23  1.08
C  -3.01  -1.88  0.49
N  -2.46  -0.67  0.66
C  -3.07  0.22  1.51
H  -5.82  -1.59  2.40
H  -4.64  -3.22  0.88
H  -2.46  -2.61  -0.13
H  -2.58  1.17  1.69


[4]
Molecular formula: C30H44F8INO22Si2
Method: DFT, wB97M-V/def2-TZVPD

Calculated values
- HOMO level (eV) = -9.30
- multiplicity = 1
- frontier orbital gap (eV) = 9.49

Cartesian coordinates (Å):
C  -3.78  5.07  0.90
C  -3.67  5.73  -0.61
C  -3.79  4.63  -1.83
F  -4.93  3.71  -1.57
Si  -2.14  3.61  -2.09
O  -1.06  4.15  -0.78
C  -1.29  4.11  -3.76
C  -1.43  3.00  -4.96
F  -2.87  2.88  -5.35
O  -2.50  1.86  -1.98
Si  -1.64  1.12  -0.64
O  -2.04  1.85  0.95
I  0.83  1.22  -1.08
C  -2.04  -0.78  -0.43
C  -0.79  -1.65  0.19
C  -0.28  -1.15  1.68
C  0.81  -2.21  2.33
N  1.80  -1.57  3.28
C  1.14  -0.59  4.22
C  3.01  -1.00  2.58
C  4.14  -0.05  3.38
O  3.32  -1.22  1.27
H  -2.84  4.41  1.18
H  -4.77  4.46  1.07
H  -3.80  5.95  1.70
H  -2.66  6.31  -0.70
H  -4.54  6.54  -0.67
H  -4.01  5.22  -2.82
H  -0.74  5.09  -0.95
H  -1.68  5.19  -4.09
H  -0.12  4.19  -3.52
H  -0.73  3.33  -5.85
H  -1.01  1.97  -4.51
H  -3.01  2.11  0.85
H  -2.39  -1.24  -1.47
H  -2.98  -0.86  0.30
H  0.10  -1.73  -0.58
H  -1.19  -2.76  0.34
H  0.25  -0.11  1.62
H  -1.23  -1.17  2.39
H  1.28  -2.84  1.46
H  0.17  -2.97  2.98
H  0.03  -0.86  4.51
H  1.80  -0.37  5.19
H  1.11  0.45  3.64
H  4.48  0.81  2.65
H  3.77  0.32  4.43
H  5.12  -0.70  3.59
C  -6.07  0.57  -0.24
C  -6.58  -0.44  -1.21
O  -6.44  -1.66  -0.52
C  -6.55  -1.34  0.80
O  -6.76  -2.16  1.69
O  -6.42  0.00  1.01
F  -5.81  -0.48  -2.31
H  -4.98  0.69  -0.28
H  -6.53  1.55  -0.37
H  -7.63  -0.30  -1.49
C  2.25  -6.60  -0.42
C  1.61  -5.54  -1.25
O  0.37  -5.32  -0.60
C  0.60  -5.61  0.71
O  -0.14  -5.29  1.62
O  1.76  -6.31  0.88
F  1.36  -5.99  -2.50
H  1.93  -7.61  -0.70
H  3.34  -6.55  -0.45
H  2.17  -4.61  -1.29
C  -7.88  -4.35  3.87
C  -7.15  -5.65  3.89
O  -8.14  -6.58  4.26
C  -9.31  -6.06  3.79
O  -10.35  -6.69  3.67
O  -9.18  -4.74  3.46
F  -6.19  -5.65  4.85
H  -7.94  -3.88  4.85
H  -7.44  -3.64  3.16
H  -6.72  -5.94  2.93
C  8.54  0.58  5.40
C  7.91  1.64  4.58
O  6.67  1.87  5.22
C  6.90  1.57  6.53
O  6.16  1.90  7.44
O  8.06  0.87  6.70
F  7.66  1.19  3.32
H  8.23  -0.43  5.12
H  9.64  0.63  5.37
H  8.47  2.58  4.53
C  4.33  -0.62  -2.28
C  4.99  -1.88  -2.74
O  4.81  -1.85  -4.14
C  4.76  -0.53  -4.47
O  4.88  -0.11  -5.60
O  4.56  0.26  -3.37
F  4.35  -2.96  -2.24
H  3.26  -0.73  -2.13
H  4.78  -0.23  -1.36
H  6.06  -1.93  -2.51
C  4.98  3.43  -6.38
C  4.34  4.49  -7.21
O  3.11  4.71  -6.57
C  3.33  4.42  -5.26
O  2.59  4.75  -4.35
O  4.50  3.72  -5.09
F  4.10  4.04  -8.46
H  4.67  2.42  -6.67
H  6.07  3.48  -6.41
H  4.91  5.43  -7.26


DFT total energy list, top to bottom, in hartree: -3940.94470; -2375.39667; -7786.78083; -4555.24832